1.
DFT (ωB97M-V with the def2-TZVPD basis set) results for C28H29N2O6SW as an isolated structure at a distorted geometry.

Each line ends with the Mulliken charge.
Atoms and positions in Å:
W (0.46, -0.27, -1.18)  0.152
C (-4.72, -4.71, 1.79)  -1.512
C (-4.20, -3.63, 0.92)  0.834
C (-4.41, -3.67, -0.46)  -0.556
C (-3.85, -2.73, -1.30)  -0.871
C (-3.06, -1.73, -0.74)  0.105
C (-2.85, -1.63, 0.63)  -0.245
C (-3.44, -2.58, 1.45)  -0.946
S (-2.19, -0.70, -1.88)  1.531
O (-2.93, -0.21, -2.98)  -0.616
O (-1.38, 0.39, -1.19)  -0.585
N (-0.83, -1.50, -2.45)  -0.603
C (-0.65, -2.92, -2.13)  -0.495
C (0.29, -2.40, -1.09)  0.918
O (1.44, -1.99, -1.50)  -0.366
O (-0.13, -1.80, -0.03)  -0.349
H (-4.20, -5.64, 1.57)  0.343
H (-5.77, -4.90, 1.57)  0.411
H (-4.60, -4.49, 2.84)  0.382
H (-5.02, -4.46, -0.87)  0.491
H (-4.01, -2.76, -2.37)  0.541
H (-2.26, -0.83, 1.04)  0.470
H (-3.31, -2.51, 2.52)  0.419
H (-0.16, -3.47, -2.94)  0.402
H (-1.54, -3.44, -1.77)  0.252
O (-1.38, 1.06, 1.58)  -0.722
C (-0.22, 1.35, 1.44)  0.390
O (0.52, 0.92, 0.44)  0.205
C (0.53, 2.23, 2.45)  -0.321
N (-0.41, 2.66, 3.53)  0.036
C (-0.48, 4.16, 3.51)  -0.631
C (0.87, 4.57, 2.94)  -0.831
C (1.07, 3.54, 1.83)  -0.392
H (1.35, 1.64, 2.86)  0.413
H (-0.09, 2.34, 4.45)  0.433
H (-1.34, 2.23, 3.36)  0.352
H (-0.67, 4.55, 4.51)  0.407
H (-1.29, 4.47, 2.85)  0.300
H (1.65, 4.50, 3.70)  0.338
H (0.85, 5.58, 2.56)  0.404
H (2.11, 3.43, 1.53)  0.395
H (0.48, 3.83, 0.96)  0.224
C (5.14, -2.12, 1.22)  -0.574
C (3.76, -1.91, 1.22)  -1.021
C (3.22, -0.89, 0.47)  0.555
C (4.04, -0.06, -0.32)  0.911
C (5.43, -0.25, -0.26)  -0.748
C (5.97, -1.27, 0.50)  -0.694
C (3.47, 0.92, -1.23)  -0.276
C (2.19, 0.75, -1.62)  0.408
C (1.20, 1.47, -2.45)  -0.116
C (0.63, 0.67, -3.50)  -0.304
C (-0.47, 1.16, -4.23)  -0.844
C (-1.08, 2.35, -3.85)  -0.534
C (-0.60, 3.08, -2.77)  -0.812
C (0.53, 2.66, -2.07)  -0.051
H (5.55, -2.94, 1.79)  0.451
H (3.12, -2.54, 1.81)  0.517
H (2.12, -0.68, 0.54)  0.697
H (6.07, 0.39, -0.84)  0.490
H (7.03, -1.43, 0.52)  0.444
H (4.12, 1.69, -1.64)  0.584
H (1.23, -0.16, -3.91)  0.622
H (-0.82, 0.62, -5.10)  0.469
H (-1.92, 2.72, -4.42)  0.477
H (-1.10, 3.99, -2.50)  0.500
H (0.97, 3.30, -1.31)  0.745

Output
gap between HOMO and LUMO (spin up / spin down) = 5.23 / 5.23 eV
multiplicity = 1
charge = +3



2.
DFT (ωB97M-V with the def2-TZVPD basis set) results for C22H19N4O2PPtSSe2 as an isolated structure.

Each line ends with the Mulliken charge.
Atoms and positions in Å:
Pt (1.07, -1.30, 0.93)  0.772
N (-3.72, -2.41, -5.30)  -0.557
C (-2.79, -2.66, -4.30)  1.062
C (-3.02, -2.22, -3.00)  -0.774
C (-2.08, -2.44, -2.01)  -0.410
C (-0.90, -3.10, -2.32)  -0.215
C (-0.66, -3.54, -3.61)  -0.343
C (-1.60, -3.32, -4.60)  -0.709
S (0.31, -3.33, -1.07)  1.366
O (-0.38, -3.25, 0.22)  -0.864
O (1.07, -4.51, -1.37)  -0.710
N (1.22, -1.97, -1.00)  -0.206
C (2.36, -1.89, -1.77)  0.323
N (2.33, -2.44, -2.99)  -0.358
C (3.42, -2.31, -3.73)  -0.075
C (4.54, -1.61, -3.30)  -0.721
C (4.45, -1.05, -2.04)  -0.118
N (3.38, -1.19, -1.27)  -0.460
H (-4.66, -2.23, -5.00)  0.226
H (-3.67, -3.00, -6.12)  0.228
H (-3.95, -1.71, -2.76)  0.285
H (-2.26, -2.11, -0.99)  0.509
H (0.27, -4.04, -3.83)  0.443
H (-1.41, -3.66, -5.61)  0.273
H (3.40, -2.78, -4.71)  0.406
H (5.42, -1.51, -3.92)  0.367
H (5.27, -0.48, -1.62)  0.413
Se (1.25, -0.49, 3.25)  -0.257
P (0.53, 1.33, 2.31)  -0.047
Se (1.06, 0.99, 0.23)  -0.372
C (-1.26, 1.52, 2.55)  1.103
C (-2.09, 1.88, 1.49)  -0.351
C (-3.45, 2.04, 1.70)  -0.629
C (-3.98, 1.85, 2.97)  -0.403
C (-3.16, 1.48, 4.02)  -0.709
C (-1.80, 1.31, 3.81)  -0.347
C (1.26, 2.82, 3.03)  1.113
C (1.71, 3.85, 2.22)  -0.403
C (2.26, 5.00, 2.79)  -0.627
C (2.36, 5.10, 4.16)  -0.442
C (1.92, 4.06, 4.98)  -0.686
C (1.38, 2.92, 4.42)  -0.406
H (-1.67, 2.02, 0.50)  0.256
H (-4.09, 2.32, 0.88)  0.395
H (-5.05, 1.97, 3.13)  0.384
H (-3.57, 1.31, 5.01)  0.376
H (-1.16, 0.98, 4.63)  0.234
H (1.65, 3.76, 1.14)  0.264
H (2.61, 5.80, 2.15)  0.394
H (2.79, 5.99, 4.61)  0.372
H (2.02, 4.14, 6.05)  0.382
H (1.06, 2.10, 5.05)  0.253

Output
gap between HOMO and LUMO = 7.15 eV
multiplicity = 1



3.
DFT (ωB97M-V with the def2-TZVPD basis set) results for one molecule with the formula C3H7NO2 at a distorted geometry.

Each line ends with the Mulliken charge.
Atoms and positions in Å:
O (1.77, 0.77, 1.71)  -0.451
C (0.42, 0.56, 1.37)  -0.260
C (0.45, -0.15, 0.03)  -0.525
N (-0.81, -0.09, -0.66)  -0.131
C (-1.30, -1.13, -1.40)  0.047
O (-0.81, -2.24, -1.45)  -0.545
H (2.21, 0.80, 0.85)  0.298
H (-0.15, 1.50, 1.33)  0.255
H (-0.08, -0.08, 2.11)  0.264
H (0.72, -1.20, 0.15)  0.315
H (1.33, 0.33, -0.52)  0.176
H (-1.33, 0.77, -0.64)  0.232
H (-2.21, -0.85, -1.97)  0.323

Output
gap between HOMO and LUMO = 10.84 eV
SMILES = O=CNCCO
multiplicity = 1



4.
DFT (ωB97M-V with the def2-TZVPD basis set) results for a 5-piece molecular cluster, C22H37ClFO20PS4Si overall at a distorted geometry.

Each line ends with the Mulliken charge.
Atoms and positions in Å:
C (0.45, -2.97, 1.82)  -1.183
Si (1.67, -2.84, 0.38)  0.559
C (3.39, -2.64, 1.15)  -0.831
C (1.68, -4.49, -0.51)  -1.162
O (1.45, -1.50, -0.61)  -0.025
C (0.13, -1.33, -1.07)  -0.374
C (-0.15, 0.17, -1.34)  -0.056
C (-1.24, 0.73, -0.47)  0.302
C (-1.19, 1.83, 0.29)  1.333
P (0.28, 2.94, 0.40)  -0.223
O (0.53, 3.47, -1.14)  -0.141
Cl (1.92, 1.74, 0.93)  -0.161
C (-2.44, 2.12, 1.10)  -0.446
O (-2.90, 3.23, 1.26)  -0.606
C (-3.12, 0.88, 1.63)  -0.411
C (-3.18, -0.22, 0.87)  0.938
C (-3.80, -1.50, 1.36)  -1.206
C (-4.11, -2.54, 0.27)  -0.759
C (-5.36, -2.15, -0.55)  0.089
F (-6.35, -3.09, -0.28)  -0.395
C (-2.54, -0.06, -0.49)  -0.119
O (-3.02, -0.48, -1.52)  -0.581
H (0.97, -3.27, 2.73)  0.494
H (-0.12, -2.06, 2.02)  0.221
H (-0.28, -3.75, 1.57)  0.351
H (3.58, -3.55, 1.71)  0.197
H (3.33, -1.76, 1.79)  0.283
H (4.09, -2.50, 0.32)  0.222
H (2.10, -5.22, 0.19)  0.349
H (0.67, -4.87, -0.74)  0.328
H (2.32, -4.53, -1.39)  0.301
H (-0.02, -1.85, -2.02)  0.264
H (-0.63, -1.74, -0.38)  0.044
H (-0.50, 0.27, -2.38)  0.320
H (0.79, 0.72, -1.29)  -0.665
H (0.70, 2.70, -1.70)  0.388
H (-3.53, 0.84, 2.64)  0.519
H (-4.73, -1.27, 1.89)  0.402
H (-3.14, -1.99, 2.09)  0.453
H (-3.26, -2.63, -0.41)  0.203
H (-4.30, -3.54, 0.67)  0.587
H (-5.18, -2.18, -1.63)  0.281
H (-5.74, -1.15, -0.30)  0.012
C (5.80, 2.16, -1.31)  -0.359
C (6.05, 2.06, -2.80)  -0.412
O (5.57, 0.77, -3.16)  -0.311
S (4.31, 0.39, -2.23)  1.083
O (3.12, 0.69, -2.93)  -0.485
O (4.56, -0.89, -1.66)  -0.506
O (4.54, 1.52, -1.12)  -0.223
H (6.55, 1.62, -0.74)  0.282
H (5.75, 3.19, -0.96)  0.327
H (7.11, 2.16, -3.05)  0.315
H (5.48, 2.81, -3.35)  0.282
C (6.22, -4.07, 5.66)  -0.316
C (7.36, -3.74, 4.72)  -0.321
O (7.35, -4.81, 3.76)  -0.330
S (5.84, -5.31, 3.54)  1.055
O (5.32, -4.69, 2.38)  -0.446
O (5.81, -6.72, 3.72)  -0.565
O (5.19, -4.61, 4.82)  -0.303
H (6.51, -4.84, 6.38)  0.280
H (5.86, -3.20, 6.20)  0.309
H (8.32, -3.69, 5.22)  0.315
H (7.17, -2.80, 4.19)  0.279
C (-8.91, 2.03, 0.74)  -0.341
C (-7.58, 2.52, 1.29)  -0.233
O (-7.28, 1.61, 2.36)  -0.344
S (-7.86, 0.15, 2.00)  0.912
O (-6.80, -0.63, 1.45)  -0.315
O (-8.64, -0.30, 3.08)  -0.595
O (-8.82, 0.60, 0.80)  -0.323
H (-9.74, 2.35, 1.37)  0.280
H (-9.08, 2.36, -0.28)  0.325
H (-7.63, 3.54, 1.66)  0.351
H (-6.79, 2.44, 0.55)  0.192
C (-0.79, 6.63, -5.29)  -0.371
C (0.53, 7.13, -4.73)  -0.330
O (0.83, 6.23, -3.66)  -0.319
S (0.26, 4.77, -4.01)  1.275
O (1.31, 3.98, -4.54)  -0.611
O (-0.53, 4.32, -2.92)  -0.479
O (-0.70, 5.21, -5.22)  -0.313
H (-1.63, 6.95, -4.66)  0.281
H (-0.96, 6.96, -6.31)  0.308
H (0.47, 8.15, -4.37)  0.309
H (1.33, 7.05, -5.47)  0.292

Output
gap between HOMO and LUMO = 7.87 eV
SMILES = C[Si](C)(C)OCCC1=C(P(O)Cl)C(=O)C=C(CCCF)C1=O.O=S1(=O)OCCO1.O=S1(=O)OCCO1.O=S1(=O)OCCO1.O=S1(=O)OCCO1
multiplicity = 1